Below is C37H48N3O6RuS as an isolated structure, with properties calculated with wB97M-V/def2-TZVPD.

```
96
C37H48N3O6RuS (wB97M-V/def2-TZVPD)
Ru -2.133 0.725 0.393
C 3.153 -3.599 -3.151
C 2.970 -3.441 -1.636
C 4.133 -2.614 -1.093
C 3.013 -4.825 -0.970
C 1.620 -2.792 -1.350
C 1.498 -1.606 -0.682
C 0.217 -1.056 -0.432
N -0.066 0.100 0.179
C 0.786 0.795 1.019
C 1.783 0.257 1.797
C 2.510 1.083 2.659
C 2.205 2.459 2.723
C 1.195 3.060 2.018
C 0.420 2.205 1.147
O -0.603 2.583 0.519
C 0.906 4.542 2.266
C -0.237 5.137 1.439
C 0.547 4.713 3.750
C 2.179 5.342 1.954
C 3.618 0.540 3.549
C 3.789 -0.972 3.410
C 3.286 0.858 5.015
C 4.940 1.219 3.162
C -0.967 -1.742 -0.920
O -2.100 -1.204 -0.688
C -0.824 -2.983 -1.633
C 0.443 -3.461 -1.808
C -2.061 -3.701 -2.160
C -2.801 -2.801 -3.162
C -1.684 -4.993 -2.882
C -2.992 -4.068 -0.995
H 4.122 -4.053 -3.364
H 3.112 -2.630 -3.651
H 2.385 -4.236 -3.590
H 5.073 -3.124 -1.310
H 4.068 -2.487 -0.012
H 4.179 -1.626 -1.552
H 3.974 -5.304 -1.167
H 2.231 -5.483 -1.345
H 2.890 -4.739 0.110
H 2.369 -1.059 -0.359
H 1.970 -0.805 1.766
H 2.784 3.064 3.407
H -1.192 4.671 1.668
H -0.063 5.041 0.368
H -0.298 6.201 1.681
H -0.304 4.089 4.017
H 0.290 5.756 3.940
H 1.385 4.452 4.399
H 2.456 5.245 0.903
H 3.028 5.024 2.558
H 2.002 6.399 2.161
H 2.880 -1.510 3.680
H 4.583 -1.307 4.078
H 4.070 -1.259 2.395
H 2.319 0.442 5.297
H 3.258 1.930 5.203
H 4.049 0.425 5.664
H 5.203 1.001 2.126
H 5.745 0.854 3.803
H 4.885 2.301 3.276
H 0.579 -4.394 -2.337
H -2.151 -2.547 -4.003
H -3.144 -1.880 -2.697
H -3.670 -3.331 -3.558
H -1.050 -4.806 -3.751
H -2.593 -5.481 -3.235
H -1.168 -5.693 -2.223
H -3.320 -3.187 -0.449
H -2.488 -4.738 -0.297
H -3.873 -4.586 -1.381
N -4.610 0.397 -0.117
C -4.796 0.792 -1.467
C -5.983 0.605 -2.124
C -6.154 0.985 -3.471
C -5.129 1.569 -4.152
C -3.877 1.754 -3.518
C -2.771 2.306 -4.205
C -1.564 2.394 -3.584
C -1.451 1.920 -2.263
N -2.465 1.433 -1.587
C -3.698 1.347 -2.182
H -5.293 -0.297 0.162
H -4.650 1.192 0.529
H -6.814 0.170 -1.583
H -7.109 0.822 -3.950
H -5.244 1.883 -5.181
H -2.901 2.641 -5.226
H -0.692 2.798 -4.076
H -0.504 1.939 -1.739
O -3.232 2.049 1.590
S -2.753 1.439 2.934
O -1.745 2.268 3.528
O -2.034 0.183 2.273
O -3.845 1.018 3.750
```

**Energy above the lowest of the compared OMol25 structures with the same formula, charge and spin**: 0.000 eV
**Spin multiplicity**: 6
**E**: -2547.512203 Ha
**LUMO level (spin up / spin down)**: -0.5 / -2.2 eV
**Max |F|**: 0.9 eV/A